{
  "formula": "C17H29N5O7",
  "method": "ωB97M-V/def2-TZVPD",
  "symbols": ["C", "O", "C", "C", "O", "C", "C", "O", "N", "C", "C", "O", "C", "C", "C", "N", "C", "O", "C", "C", "C", "N", "C", "O", "N", "N", "C", "O", "C", "H", "H", "H", "H", "H", "H", "H", "H", "H", "H", "H", "H", "H", "H", "H", "H", "H", "H", "H", "H", "H", "H", "H", "H", "H", "H", "H", "H", "H"],
  "coordinates": [[-4.184, 6.390, 0.362], [-3.054, 5.729, -0.161], [-3.352, 5.002, -1.330], [-2.174, 4.131, -1.668], [-2.025, 3.163, -0.634], [-1.097, 2.132, -0.961], [-1.819, 0.976, -1.653], [-1.495, 0.586, -2.763], [-2.843, 0.487, -0.926], [-3.772, -0.495, -1.426], [-5.004, 0.115, -2.125], [-4.671, 0.812, -3.307], [-4.152, 0.025, -4.367], [-6.081, -0.967, -2.296], [-6.781, -1.017, -0.937], [-6.527, 0.306, -0.359], [-6.901, 0.564, 0.917], [-7.481, -0.278, 1.587], [-6.575, 1.952, 1.446], [-6.732, 2.075, 2.963], [-5.518, 2.730, 3.618], [-4.300, 1.995, 3.282], [-3.431, 2.275, 2.263], [-3.409, 3.484, 1.725], [-2.707, 1.245, 1.944], [-3.115, 0.192, 2.781], [-4.047, 0.672, 3.528], [-4.738, 0.043, 4.485], [-5.707, 1.132, -1.228], [-3.868, 6.917, 1.259], [-4.593, 7.111, -0.355], [-4.968, 5.671, 0.627], [-4.238, 4.369, -1.177], [-3.563, 5.676, -2.171], [-2.352, 3.631, -2.626], [-1.262, 4.732, -1.738], [-0.313, 2.502, -1.621], [-0.663, 1.789, -0.021], [-2.855, 0.736, 0.061], [-3.263, -1.168, -2.118], [-4.118, -1.090, -0.579], [-4.072, 0.689, -5.225], [-3.159, -0.359, -4.133], [-4.830, -0.795, -4.621], [-6.769, -0.649, -3.081], [-5.669, -1.938, -2.575], [-7.852, -1.200, -1.023], [-6.375, -1.786, -0.276], [-5.553, 2.190, 1.153], [-7.197, 2.671, 0.906], [-7.625, 2.641, 3.229], [-6.868, 1.079, 3.382], [-5.363, 3.752, 3.276], [-5.623, 2.744, 4.702], [-2.799, 3.488, 0.948], [-4.466, -0.884, 4.477], [-4.984, 1.734, -0.679], [-6.308, 1.793, -1.859]],
  "orbital_gap_ev": 9.51,
  "e_above_lowest_kj_mol": 28.1,
  "total_energy_ha": -1465.66738
}

{
  "formula": "C5H10O2",
  "method": "ωB97M-V/def2-TZVPD",
  "symbols": ["O", "C", "C", "C", "C", "O", "C", "H", "H", "H", "H", "H", "H", "H", "H", "H", "H"],
  "coordinates": [[2.277, 0.010, 1.113], [1.632, -0.548, -0.020], [0.152, -0.342, 0.228], [-0.317, 1.107, 0.104], [-1.822, 0.902, 0.045], [-2.014, -0.279, -0.726], [-0.832, -1.071, -0.694], [3.227, 0.041, 0.961], [1.943, -0.042, -0.949], [1.868, -1.619, -0.129], [-0.028, -0.673, 1.258], [0.017, 1.730, 0.937], [0.049, 1.547, -0.834], [-2.368, 1.719, -0.436], [-2.227, 0.765, 1.061], [-0.447, -1.179, -1.720], [-1.075, -2.074, -0.318]],
  "orbital_gap_ev": 10.42,
  "e_above_lowest_kj_mol": 149.4,
  "total_energy_ha": -346.96852
}

{
  "formula": "C2H3F3NO",
  "method": "ωB97M-V/def2-TZVPD",
  "symbols": ["C", "C", "N", "O", "F", "F", "F", "H", "H", "H"],
  "coordinates": [[-1.339, -0.489, -0.506], [-1.120, -0.818, 0.851], [2.066, 1.064, -0.579], [-1.366, -0.284, -1.620], [1.515, 1.764, -1.561], [1.361, -0.131, -0.612], [1.472, 1.611, 0.565], [-0.285, -1.678, 0.737], [-1.946, -1.078, 1.447], [-0.358, 0.039, 1.277]],
  "charge": 1,
  "orbital_gap_ev": 11.19,
  "e_above_lowest_kj_mol": 165.5,
  "total_energy_ha": -507.08218
}

{
  "formula": "C9H18NS",
  "method": "ωB97M-V/def2-TZVPD",
  "symbols": ["C", "C", "C", "C", "C", "C", "C", "C", "C", "N", "S", "H", "H", "H", "H", "H", "H", "H", "H", "H", "H", "H", "H", "H", "H", "H", "H", "H", "H"],
  "coordinates": [[-1.453, -1.183, 1.866], [-2.125, -0.322, 2.422], [1.856, -1.120, -0.347], [1.001, 0.093, -0.153], [-2.615, 0.801, 3.172], [-0.923, 0.985, -1.488], [2.867, 0.351, 1.423], [1.351, 0.952, -2.448], [0.425, 0.652, -1.353], [2.489, 0.094, -0.001], [-2.150, -2.186, -1.977], [-1.128, -1.883, 1.239], [1.733, -1.967, 0.306], [2.152, -1.300, -1.345], [0.480, 0.109, 0.762], [-3.350, 1.468, 2.723], [-1.783, 1.629, 3.359], [-2.799, 0.397, 4.209], [-1.029, 2.072, -1.417], [-1.374, 0.834, -2.552], [-1.635, 0.472, -0.783], [4.020, 0.160, 1.257], [2.570, 1.218, 1.834], [2.444, -0.458, 2.015], [1.516, 0.192, -3.122], [2.405, 1.403, -2.299], [0.957, 1.785, -2.999], [-3.001, -3.015, -1.286], [-2.902, -2.235, -3.015]],
  "charge": 1,
  "orbital_gap_ev": 7.43,
  "e_above_lowest_kj_mol": 568.7,
  "total_energy_ha": -806.18996
}

{
  "formula": "C2H4N2",
  "method": "ωB97M-V/def2-TZVPD",
  "symbols": ["C", "C", "N", "N", "H", "H", "H", "H"],
  "coordinates": [[0.617, 1.123, 0.537], [-0.811, -0.674, -0.076], [-0.448, -1.463, -1.039], [-0.003, 0.081, 0.751], [1.329, 1.327, 1.212], [0.566, 1.798, -0.327], [-1.785, -0.727, 0.258], [0.535, -1.466, -1.316]],
  "orbital_gap_ev": 10.52,
  "e_above_lowest_kj_mol": 166.0,
  "total_energy_ha": -188.05509
}

{
  "formula": "F12N6O24S12Tl",
  "method": "ωB97M-V/def2-TZVPD",
  "symbols": ["Tl", "N", "S", "O", "O", "F", "S", "O", "O", "F", "N", "S", "O", "O", "F", "S", "O", "O", "F", "N", "S", "O", "O", "F", "S", "O", "O", "F", "N", "S", "O", "O", "F", "S", "O", "O", "F", "N", "S", "O", "O", "F", "S", "O", "O", "F", "N", "S", "O", "O", "F", "S", "O", "O", "F"],
  "coordinates": [[-0.199, -0.116, 0.329], [-0.975, -0.344, -2.377], [-0.115, -0.733, -3.514], [-0.437, -0.214, -4.852], [0.292, -2.130, -3.369], [1.201, 0.113, -3.065], [-2.510, -0.514, -3.204], [-2.861, -1.731, -4.027], [-3.077, 0.737, -3.671], [-3.400, -0.809, -1.859], [1.907, 4.674, -1.831], [0.962, 3.332, -2.107], [0.875, 2.353, -0.999], [0.902, 2.793, -3.465], [-0.493, 4.030, -2.059], [3.170, 3.948, -2.140], [3.578, 3.726, -3.535], [3.675, 3.089, -1.064], [3.944, 5.331, -1.827], [-1.738, 2.142, 0.957], [-3.356, 2.303, 0.404], [-3.532, 3.068, -0.857], [-4.370, 2.578, 1.431], [-3.686, 0.770, 0.046], [-1.719, 3.452, 1.814], [-1.871, 3.324, 3.251], [-2.215, 4.683, 1.166], [-0.110, 3.657, 1.799], [-1.837, -2.256, 0.863], [-2.855, -2.375, 2.200], [-2.637, -3.533, 3.059], [-4.209, -1.906, 2.123], [-2.116, -1.138, 2.920], [-2.089, -3.606, 0.371], [-3.434, -3.928, -0.124], [-1.346, -4.770, 0.849], [-1.303, -3.455, -1.020], [0.899, -0.860, 2.805], [1.011, -0.187, 4.413], [2.287, -0.144, 5.064], [-0.133, -0.285, 5.334], [0.829, 1.385, 3.887], [1.136, -2.304, 3.319], [0.161, -2.889, 4.188], [2.522, -2.699, 3.441], [0.834, -3.179, 2.008], [2.161, -1.456, -0.602], [2.753, -2.818, -0.841], [3.530, -3.510, 0.176], [3.173, -3.034, -2.211], [1.388, -3.678, -0.917], [3.659, -0.613, -0.791], [4.034, 0.017, -2.057], [4.730, -0.972, 0.121], [3.010, 0.681, 0.048]],
  "charge": -3,
  "orbital_gap_ev": 3.04,
  "e_above_lowest_kj_mol": 676.2,
  "total_energy_ha": -8282.99293
}